Entry 1:
34
Properties=species:S:1:pos:R:3:mulliken_charge:R:1 method="wB97M-V/def2-TZVPD" s2=0.84 gap_ev="7.0 / 5.6" homo_ev="-8.56 / -8.46" spin_multiplicity=2
I 1.951 -0.239 -2.194 -0.22
Cu -0.529 -1.009 -1.946 -0.50
F -1.968 -0.539 0.625 -0.17
F -1.529 -2.622 0.258 -0.20
F -3.052 -1.597 -0.960 -0.35
N -0.424 1.436 -0.172 0.25
N 0.738 -1.078 0.641 0.22
C 2.016 0.059 2.306 -0.85
C 0.329 1.350 0.929 0.93
C -1.096 0.720 -2.665 -0.99
C 2.265 -2.304 2.047 -0.77
C -1.166 2.515 -0.372 0.02
C -0.319 3.630 1.550 -0.43
C 1.046 0.064 1.276 0.57
C -1.125 3.676 0.418 -1.05
C -0.511 -2.879 -2.472 -0.50
C 2.560 -1.137 2.743 -0.50
C 1.365 -2.207 0.966 -0.20
C 0.389 2.454 1.828 -1.06
C -1.819 -1.451 -0.370 0.77
H -1.345 -3.552 -2.204 0.39
H 1.158 -3.081 0.342 0.37
H -1.817 2.496 -1.228 0.48
H -1.717 4.534 0.112 0.39
H 0.963 2.335 2.749 0.24
H 3.218 -1.137 3.615 0.39
H -0.911 -2.244 -3.273 -0.01
H 2.298 1.017 2.745 0.35
H 2.694 -3.269 2.298 0.39
H -0.777 1.768 -2.590 0.57
H 0.352 -3.332 -2.974 0.40
H -0.248 4.460 2.234 0.42
H -0.817 0.510 -3.698 0.33
H -2.174 0.650 -2.564 0.31


Entry 2:
35
Properties=species:S:1:pos:R:3:mulliken_charge:R:1 method="wB97M-V/def2-TZVPD" s2=0.81 gap_ev="4.6 / 5.1" homo_ev="-17.35 / -17.35" spin_multiplicity=2 charge=+3
I -0.844 -3.447 4.921 0.32
Fe -1.048 -0.773 -0.213 -0.38
S -0.952 -2.927 -0.625 -0.18
N 1.203 -4.139 -1.538 -0.33
N 0.540 -0.685 -1.292 0.32
N -1.045 1.114 -0.667 -0.15
N -0.585 -0.721 1.609 0.25
N 1.244 -1.836 -1.559 -0.28
C -0.646 -1.734 3.780 -0.57
C 2.090 0.702 -2.656 -1.43
C -0.883 3.756 -1.470 -0.61
C 0.909 0.451 -1.794 0.68
C -0.010 1.533 -1.436 0.85
C -1.943 3.326 -0.696 -0.67
C 0.105 2.838 -1.849 -0.50
C -0.454 -0.486 4.372 -0.03
C -1.991 1.992 -0.307 0.04
C -0.707 -1.823 2.404 0.19
C 0.635 -2.987 -1.292 0.81
C -0.308 0.630 3.562 -1.00
C -0.381 0.487 2.194 0.11
H -0.140 1.609 3.988 0.46
H -2.812 1.620 0.296 0.48
H -0.414 -0.388 5.450 0.47
H 0.936 3.153 -2.465 0.49
H 2.118 -4.228 -1.965 0.24
H -0.258 1.336 1.544 0.45
H 0.701 -5.002 -1.358 0.25
H 2.685 1.512 -2.228 0.42
H -0.814 4.788 -1.788 0.48
H -2.732 4.000 -0.391 0.48
H -0.848 -2.771 1.916 0.38
H 1.750 1.029 -3.643 0.42
H 2.150 -1.779 -2.008 0.16
H 2.748 -0.149 -2.796 0.40


Entry 3:
44
Properties=species:S:1:pos:R:3:mulliken_charge:R:1 method="wB97M-V/def2-TZVPD" s2=6.04 gap_ev="6.5 / 7.1" homo_ev="-5.71 / -5.71" de_lowest_ev=0.000 spin_multiplicity=5 charge=-1
Se 1.072 -0.567 -1.835 0.18
Se 2.806 0.112 1.306 0.23
Mn -0.111 0.560 0.903 0.37
O -4.943 -4.370 -0.477 -0.69
O -0.733 -2.969 2.492 -0.67
O -0.123 -0.876 2.019 -0.28
O -4.751 -3.496 -2.544 -0.70
N 0.538 1.878 2.246 0.32
N -0.230 3.994 1.441 -0.14
N -1.663 -0.608 0.049 -0.28
N 1.387 1.523 3.219 0.06
N -0.705 4.197 -0.902 -0.50
N -0.403 2.159 -0.114 0.70
N -0.826 3.307 -1.874 -0.78
N -0.655 2.120 -1.434 0.00
N 1.203 3.660 3.352 -0.47
N 1.755 2.568 3.860 -0.71
C 0.771 0.503 -3.443 -0.99
C 2.704 -1.481 2.402 -0.89
C 2.960 -0.016 -1.571 -0.83
C 3.566 -0.700 -0.364 -0.89
C -2.444 -0.380 -1.005 -0.22
C 0.467 3.226 2.340 0.20
C -4.536 -3.610 -1.343 0.38
C -3.363 -1.308 -1.464 -0.88
C -0.815 -1.941 1.848 0.16
C -0.442 3.490 0.186 0.33
C -2.668 -2.776 0.278 -0.61
C -1.778 -1.790 0.676 0.64
C -3.486 -2.527 -0.812 0.38
H 3.513 -0.252 -2.483 0.43
H -0.300 0.617 -3.567 0.31
H 3.707 -1.869 2.568 0.36
H 1.208 -0.014 -4.293 0.35
H 4.649 -0.564 -0.353 0.40
H -2.722 -3.701 0.832 0.56
H -3.979 -1.091 -2.322 0.48
H 2.928 1.068 -1.432 0.42
H 1.218 1.482 -3.301 0.32
H 2.060 -2.217 1.928 0.27
H -2.309 0.576 -1.498 0.64
H 3.347 -1.769 -0.357 0.41
H -0.123 4.993 1.515 0.30
H 2.252 -1.142 3.329 0.31